Entry 1:
ORCA calculation (wB97M-V/def2-TZVPD) on a 7-piece molecular cluster, C15H44N2O7 overall in a non-equilibrium geometry.

Summary:
Strongest force on any atom in eV/Å: 2.821
ΔE to the lowest compared entry with this formula, charge and spin in kcal per mole: 0.7
Frontier orbital gap in eV: 10.36

ORCA input file:
```
! wB97M-V def2-TZVPD RIJCOSX def2/J DEFGRID3
* xyz 0 1
C 1.031 -3.140 -1.258
O 0.177 -2.790 -0.427
N 1.719 -2.277 -2.056
N 1.416 -4.416 -1.509
H 1.494 -1.258 -2.039
H 2.078 -2.566 -2.940
H 2.368 -4.371 -1.887
H 1.242 -5.180 -0.895
C 1.016 -0.765 3.928
C 0.672 -0.296 5.306
C -0.539 0.707 5.377
O 0.395 -1.449 6.099
H 1.096 0.011 3.175
H 0.136 -1.253 3.481
H 1.846 -1.445 3.924
H 1.539 0.194 5.823
H -1.353 0.103 4.941
H -0.385 1.592 4.780
H -0.852 0.868 6.432
H -0.064 -1.106 6.881
C -5.198 1.024 -4.446
C -4.712 1.732 -3.201
C -3.485 1.048 -2.596
O -4.380 3.083 -3.609
H -5.960 1.635 -4.926
H -5.562 0.004 -4.248
H -4.369 0.928 -5.137
H -5.491 1.783 -2.464
H -2.618 1.059 -3.253
H -3.683 0.003 -2.242
H -3.179 1.644 -1.722
H -4.102 3.655 -2.896
C -0.007 2.483 -1.915
C 0.402 1.124 -2.385
C 0.882 1.005 -3.782
O 1.472 0.639 -1.504
H -0.320 2.451 -0.880
H -0.895 2.817 -2.477
H 0.730 3.252 -2.106
H -0.408 0.371 -2.338
H 1.832 1.530 -3.881
H 0.221 1.394 -4.542
H 1.114 -0.020 -4.019
H 0.968 0.309 -0.706
C 4.110 0.043 0.302
C 4.067 1.555 0.411
C 3.419 2.112 1.636
O 5.464 1.984 0.300
H 3.115 -0.415 0.151
H 4.477 -0.368 1.244
H 4.797 -0.318 -0.463
H 3.592 1.916 -0.542
H 3.510 3.184 1.624
H 3.999 1.737 2.470
H 2.397 1.808 1.766
H 5.874 1.584 1.068
C -1.663 -3.808 1.926
O -2.184 -2.730 1.051
H -2.012 -4.738 1.464
H -0.546 -3.845 1.891
H -2.061 -3.662 2.909
H -1.834 -2.988 0.168
C -1.386 0.418 0.810
O -0.111 -0.190 0.798
H -1.111 1.473 0.966
H -1.949 0.235 -0.091
H -2.090 0.050 1.574
H -0.160 -1.154 0.707
*
```

=====

Entry 2:
ORCA calculation (wB97M-V/def2-TZVPD) on a 7-piece molecular cluster, C15H44O7 overall in a non-equilibrium geometry.

Summary:
Strongest force on any atom in eV/Å: 2.364
ΔE to the lowest compared entry with this formula, charge and spin in kcal per mole: 90.0
Frontier orbital gap in eV: 10.27

ORCA input file:
```
! wB97M-V def2-TZVPD RIJCOSX def2/J DEFGRID3
* xyz 0 1
C -4.496 1.955 1.920
O -5.363 2.917 2.426
H -4.079 1.239 2.628
H -5.199 1.571 1.181
H -3.648 2.375 1.379
H -4.945 3.724 2.735
C 2.595 2.261 -0.429
O 1.815 2.515 -1.528
H 2.937 1.237 -0.577
H 3.444 2.944 -0.423
H 1.973 2.163 0.461
H 1.115 3.155 -1.380
C 0.415 0.593 3.927
O 0.590 -0.353 2.874
H 0.903 1.451 3.464
H -0.626 0.826 4.149
H 0.834 0.236 4.868
H 0.145 -1.139 3.200
C -0.839 1.512 -0.217
C -1.540 0.194 0.061
C -0.866 -1.008 -0.627
O -1.644 -0.049 1.429
H -1.075 2.369 0.413
H -1.002 1.846 -1.242
H 0.214 1.408 0.046
H -2.501 0.279 -0.447
H -1.647 -1.712 -0.915
H -0.074 -1.401 0.011
H -0.335 -0.627 -1.499
H -0.748 -0.035 1.773
C 1.837 -5.877 1.209
C 1.215 -4.632 1.835
C -0.085 -4.290 1.083
O 0.982 -4.934 3.221
H 2.374 -5.701 0.277
H 1.143 -6.688 0.991
H 2.540 -6.239 1.959
H 1.911 -3.793 1.816
H -0.840 -5.057 1.255
H 0.069 -4.178 0.010
H -0.453 -3.291 1.321
H 0.228 -5.525 3.286
C -1.797 5.372 0.345
C -0.304 5.793 0.037
C 0.429 6.085 1.277
O 0.398 4.826 -0.729
H -2.281 6.177 0.898
H -1.956 4.459 0.920
H -2.336 5.267 -0.596
H -0.286 6.731 -0.519
H 0.508 5.211 1.924
H 0.060 6.895 1.906
H 1.444 6.312 0.952
H -0.172 4.749 -1.498
C 2.644 -2.707 -4.193
C 1.308 -3.305 -3.929
C 0.523 -3.606 -5.227
O 1.457 -4.442 -3.116
H 3.178 -2.576 -3.251
H 2.742 -1.692 -4.577
H 3.260 -3.252 -4.908
H 0.868 -2.507 -3.333
H -0.526 -3.309 -5.244
H 0.621 -4.629 -5.590
H 0.988 -2.936 -5.950
H 1.955 -5.154 -3.525
*
```

=====

Entry 3:
ORCA calculation (wB97M-V/def2-TZVPD) on C15H45AsF6O7 as an isolated structure in a non-equilibrium geometry.

Summary:
Strongest force on any atom in eV/Å: 3.383
ΔE to the lowest compared entry with this formula, charge and spin in kcal per mole: 66.1
Frontier orbital gap in eV: 8.44

ORCA input file:
```
! wB97M-V def2-TZVPD RIJCOSX def2/J DEFGRID3
* xyz 0 1
O -1.513 -4.622 -13.010
H -1.470 -4.128 -12.144
H -1.971 -5.469 -12.835
H -1.904 -4.088 -13.722
As 2.034 -5.353 -10.434
F 1.178 -4.117 -9.527
F 1.025 -6.529 -9.615
F 2.797 -6.593 -11.380
F 2.982 -4.091 -11.179
F 3.222 -5.717 -9.180
F 0.797 -5.252 -11.723
C -2.674 -3.217 -8.596
C -2.004 -4.491 -9.107
O -1.285 -4.165 -10.302
H -1.905 -2.451 -8.518
H -3.003 -3.474 -7.584
H -3.549 -2.912 -9.166
H -2.705 -5.280 -9.380
H -1.277 -4.849 -8.377
H -0.386 -3.900 -10.062
C 3.299 -9.783 -12.839
C 4.499 -9.500 -11.992
O 5.041 -8.192 -12.231
H 3.011 -10.833 -12.742
H 3.596 -9.768 -13.892
H 2.536 -9.032 -12.647
H 5.345 -10.160 -12.200
H 4.348 -9.594 -10.912
H 4.379 -7.569 -11.906
C 3.793 -9.818 -7.645
C 4.256 -8.376 -7.463
O 4.990 -7.923 -8.587
H 3.381 -10.204 -6.714
H 4.658 -10.445 -7.883
H 3.182 -9.930 -8.540
H 4.820 -8.126 -6.556
H 3.408 -7.695 -7.307
H 4.647 -7.061 -8.833
C 1.812 -2.986 -15.747
C 2.581 -2.833 -14.433
C 3.156 -1.449 -14.138
O 1.642 -3.097 -13.386
H 1.170 -3.860 -15.658
H 2.498 -3.038 -16.594
H 1.227 -2.087 -15.954
H 3.385 -3.572 -14.361
H 4.133 -1.257 -14.584
H 3.284 -1.382 -13.057
H 2.452 -0.669 -14.431
H 2.154 -3.206 -12.575
C -1.440 -8.662 -14.145
C -0.235 -7.844 -13.735
C 0.746 -7.553 -14.888
O -0.735 -6.552 -13.350
H -1.083 -9.695 -14.182
H -1.812 -8.341 -15.116
H -2.236 -8.675 -13.401
H 0.219 -8.158 -12.790
H 1.447 -8.335 -15.178
H 1.300 -6.643 -14.652
H 0.170 -7.266 -15.772
H 0.004 -5.971 -13.096
C 3.317 -2.140 -7.892
C 4.110 -2.997 -6.925
C 3.230 -3.791 -5.955
O 4.827 -4.003 -7.650
H 2.887 -2.717 -8.708
H 3.820 -1.269 -8.317
H 2.491 -1.652 -7.362
H 4.799 -2.423 -6.305
H 2.353 -4.268 -6.398
H 2.822 -3.137 -5.176
H 3.816 -4.526 -5.403
H 4.220 -4.731 -7.835
*
```

=====

Entry 4:
ORCA calculation (wB97M-V/def2-TZVPD) on a 6-piece molecular cluster, C15H45ClO24P5 overall in a non-equilibrium geometry.

Summary:
Strongest force on any atom in eV/Å: 1.721
ΔE to the lowest compared entry with this formula, charge and spin in kcal per mole: 0.0
Frontier orbital gap in eV: 9.49

ORCA input file:
```
! wB97M-V def2-TZVPD RIJCOSX def2/J DEFGRID3
* xyz -1 1
Cl -0.571 0.850 1.157
O -0.530 0.897 2.593
O -1.282 -0.319 0.672
O -1.183 2.008 0.535
O 0.806 0.836 0.680
C 2.232 7.327 3.874
O 2.333 5.921 4.049
P 3.183 5.043 3.043
O 4.624 5.283 3.047
O 2.660 3.614 3.430
C 3.106 2.525 2.613
O 2.543 5.344 1.609
C 1.137 5.054 1.427
H 1.315 7.594 3.349
H 3.075 7.752 3.328
H 2.214 7.747 4.877
H 3.525 2.801 1.640
H 2.202 2.014 2.272
H 3.784 1.873 3.153
H 0.552 5.430 2.270
H 0.948 3.991 1.310
H 0.863 5.672 0.576
C -0.950 -4.332 3.585
O -0.843 -5.110 2.387
P 0.550 -5.541 1.801
O 0.425 -6.516 0.727
O 1.312 -4.203 1.440
C 0.599 -3.170 0.727
O 1.326 -6.029 3.090
C 2.690 -6.431 2.902
H -1.672 -3.535 3.409
H 0.000 -3.851 3.817
H -1.282 -4.968 4.401
H -0.491 -3.168 0.747
H 0.881 -3.338 -0.313
H 0.917 -2.197 1.088
H 2.879 -6.755 1.876
H 2.914 -7.221 3.609
H 3.341 -5.565 3.042
C 6.285 4.110 -0.392
O 5.339 3.101 -0.782
P 5.340 2.411 -2.203
O 6.639 2.235 -2.820
O 4.272 3.209 -3.075
C 4.390 4.604 -3.282
O 4.545 1.084 -1.942
C 3.447 1.145 -1.033
H 5.712 4.922 0.050
H 6.882 4.415 -1.248
H 6.940 3.722 0.386
H 5.177 5.066 -2.678
H 3.464 5.090 -2.973
H 4.611 4.844 -4.321
H 2.611 0.535 -1.365
H 3.045 2.138 -0.837
H 3.748 0.752 -0.061
C -4.008 -2.403 0.433
O -4.981 -2.687 -0.577
P -6.458 -2.200 -0.318
O -6.640 -0.874 0.250
O -7.066 -2.377 -1.779
C -8.434 -2.722 -1.937
O -7.089 -3.366 0.576
C -6.982 -4.711 0.146
H -4.158 -2.951 1.370
H -4.017 -1.343 0.677
H -3.027 -2.705 0.077
H -8.539 -3.522 -2.669
H -8.975 -1.836 -2.277
H -8.943 -3.046 -1.027
H -6.106 -5.240 0.517
H -7.119 -4.837 -0.927
H -7.831 -5.240 0.596
C -2.839 1.037 -2.601
O -2.705 0.598 -3.979
P -1.859 -0.644 -4.407
O -2.218 -1.246 -5.679
O -1.983 -1.589 -3.146
C -1.074 -2.641 -2.882
O -0.347 -0.133 -4.451
C 0.343 0.271 -3.283
H -2.556 2.082 -2.533
H -2.204 0.435 -1.957
H -3.876 0.864 -2.328
H -0.669 -2.508 -1.878
H -0.249 -2.707 -3.592
H -1.596 -3.599 -2.889
H -0.051 -0.163 -2.356
H 0.299 1.349 -3.114
H 1.381 -0.057 -3.323
*
```

=====

Entry 5:
ORCA calculation (wB97M-V/def2-TZVPD) on a 7-piece molecular cluster, C15H45O7 overall in a non-equilibrium geometry.

Summary:
Strongest force on any atom in eV/Å: 2.824
ΔE to the lowest compared entry with this formula, charge and spin in kcal per mole: 110.3
Frontier orbital gap in eV: 8.52

ORCA input file:
```
! wB97M-V def2-TZVPD RIJCOSX def2/J DEFGRID3
* xyz 1 1
O -0.370 0.239 0.692
H -1.234 0.228 0.273
H 0.344 0.160 0.055
H -0.317 1.050 1.203
C 2.231 4.941 0.638
C 2.893 4.122 -0.522
O 2.154 2.954 -0.754
H 1.203 5.207 0.395
H 2.809 5.804 0.970
H 2.280 4.252 1.482
H 3.920 3.935 -0.209
H 2.935 4.710 -1.439
H 2.666 2.407 -1.355
C 0.190 1.913 4.771
C -1.116 2.553 4.413
O -1.102 2.836 3.029
H 0.329 0.981 4.225
H 0.185 1.564 5.804
H 0.989 2.647 4.670
H -1.167 3.489 4.969
H -1.907 1.902 4.786
H -1.513 3.698 2.931
C -3.813 3.056 -1.843
C -3.124 1.839 -2.490
O -3.371 0.719 -1.608
H -4.147 3.718 -2.642
H -3.127 3.665 -1.254
H -4.692 2.820 -1.243
H -2.065 2.034 -2.655
H -3.507 1.620 -3.487
H -4.142 0.266 -1.956
C -3.930 -3.386 3.073
C -3.163 -3.510 4.462
C -3.199 -4.801 5.211
O -1.830 -3.092 4.198
H -3.740 -4.101 2.272
H -3.859 -2.379 2.661
H -4.988 -3.542 3.283
H -3.543 -2.688 5.068
H -2.629 -4.684 6.132
H -2.744 -5.602 4.627
H -4.158 -5.184 5.558
H -1.287 -3.867 4.358
C 1.054 -0.432 -5.240
C 2.212 0.550 -5.598
C 1.961 2.093 -5.745
O 3.130 0.392 -4.579
H 0.238 -0.104 -5.883
H 0.741 -0.218 -4.218
H 1.356 -1.461 -5.438
H 2.580 0.209 -6.566
H 2.887 2.623 -5.970
H 1.383 2.515 -4.923
H 1.287 2.203 -6.594
H 3.719 1.144 -4.677
C 2.219 -3.518 0.742
C 2.927 -3.279 -0.619
C 2.949 -4.565 -1.531
O 2.273 -2.156 -1.092
H 1.258 -4.026 0.663
H 1.895 -2.536 1.086
H 2.927 -4.207 1.203
H 3.969 -2.975 -0.522
H 2.014 -4.889 -1.988
H 3.396 -5.365 -0.940
H 3.623 -4.584 -2.388
H 2.662 -1.906 -1.934
*
```

=====

Entry 6:
ORCA calculation (wB97M-V/def2-TZVPD) on a 9-piece molecular cluster, C15H46ClN6O12 overall in a non-equilibrium geometry.

Summary:
Strongest force on any atom in eV/Å: 1.976
Frontier orbital gap in eV: 10.04

ORCA input file:
```
! wB97M-V def2-TZVPD RIJCOSX def2/J DEFGRID3
* xyz -1 1
Cl -8.339 24.021 -21.416
O -7.732 24.120 -22.722
O -7.559 24.724 -20.426
O -9.692 24.529 -21.508
O -8.394 22.619 -21.025
C -11.391 25.717 -24.422
C -12.485 25.072 -23.614
O -13.668 25.867 -23.722
H -10.446 25.180 -24.533
H -11.112 26.714 -24.062
H -11.700 25.917 -25.455
H -12.254 24.972 -22.550
H -12.771 24.086 -23.974
H -13.411 26.779 -23.551
C -4.421 24.601 -24.817
C -4.294 25.529 -23.604
O -4.517 24.828 -22.390
H -4.484 25.153 -25.761
H -5.386 24.088 -24.793
H -3.596 23.893 -24.769
H -4.971 26.388 -23.736
H -3.302 25.989 -23.587
H -5.464 24.844 -22.205
C -6.153 20.934 -24.150
C -6.138 21.159 -25.657
O -5.906 19.935 -26.367
H -5.278 20.383 -23.783
H -6.934 20.205 -23.901
H -6.318 21.863 -23.605
H -5.408 21.920 -25.946
H -7.132 21.505 -25.944
H -4.997 19.668 -26.205
C -7.605 21.169 -16.757
O -6.856 20.584 -15.990
N -7.302 21.306 -18.097
N -8.771 21.769 -16.332
H -7.890 21.767 -18.767
H -6.364 21.061 -18.336
H -9.325 22.395 -16.914
H -8.935 21.798 -15.346
C -10.754 21.003 -23.645
O -11.345 20.113 -24.231
N -9.542 21.568 -24.013
N -11.209 21.548 -22.444
H -9.074 22.022 -23.254
H -9.064 21.156 -24.789
H -11.994 21.104 -22.014
H -10.593 22.180 -21.955
C -4.000 24.347 -17.428
O -2.918 24.113 -16.872
N -4.436 25.659 -17.622
N -4.889 23.352 -17.824
H -5.174 25.862 -18.265
H -3.772 26.350 -17.341
H -5.815 23.594 -18.115
H -4.596 22.405 -17.711
C -12.740 23.624 -19.054
C -11.913 22.756 -18.121
C -11.941 21.291 -18.532
O -10.509 23.206 -18.137
H -13.806 23.435 -18.910
H -12.427 23.536 -20.095
H -12.647 24.672 -18.748
H -12.259 22.901 -17.094
H -11.122 20.769 -18.039
H -11.893 21.142 -19.609
H -12.862 20.818 -18.169
H -10.387 23.611 -19.008
C -10.738 29.326 -20.114
C -10.352 27.870 -19.965
C -10.934 27.280 -18.711
O -10.883 27.218 -21.115
H -11.826 29.377 -20.230
H -10.322 29.800 -21.001
H -10.476 29.884 -19.213
H -9.259 27.783 -19.980
H -10.731 26.206 -18.693
H -12.025 27.374 -18.699
H -10.585 27.753 -17.792
H -10.618 26.286 -21.091
*
```

=====

Q: The highest strongest force on any atom belongs to which entry?
A: C15H45AsF6O7

=====

Q: Which formula does entry 4 have?
A: C15H45ClO24P5

=====

Repeat the first record exactly.
ORCA calculation (wB97M-V/def2-TZVPD) on a 7-piece molecular cluster, C15H44N2O7 overall in a non-equilibrium geometry.

Summary:
Strongest force on any atom in eV/Å: 2.821
ΔE to the lowest compared entry with this formula, charge and spin in kcal per mole: 0.7
Frontier orbital gap in eV: 10.36

ORCA input file:
```
! wB97M-V def2-TZVPD RIJCOSX def2/J DEFGRID3
* xyz 0 1
C 1.031 -3.140 -1.258
O 0.177 -2.790 -0.427
N 1.719 -2.277 -2.056
N 1.416 -4.416 -1.509
H 1.494 -1.258 -2.039
H 2.078 -2.566 -2.940
H 2.368 -4.371 -1.887
H 1.242 -5.180 -0.895
C 1.016 -0.765 3.928
C 0.672 -0.296 5.306
C -0.539 0.707 5.377
O 0.395 -1.449 6.099
H 1.096 0.011 3.175
H 0.136 -1.253 3.481
H 1.846 -1.445 3.924
H 1.539 0.194 5.823
H -1.353 0.103 4.941
H -0.385 1.592 4.780
H -0.852 0.868 6.432
H -0.064 -1.106 6.881
C -5.198 1.024 -4.446
C -4.712 1.732 -3.201
C -3.485 1.048 -2.596
O -4.380 3.083 -3.609
H -5.960 1.635 -4.926
H -5.562 0.004 -4.248
H -4.369 0.928 -5.137
H -5.491 1.783 -2.464
H -2.618 1.059 -3.253
H -3.683 0.003 -2.242
H -3.179 1.644 -1.722
H -4.102 3.655 -2.896
C -0.007 2.483 -1.915
C 0.402 1.124 -2.385
C 0.882 1.005 -3.782
O 1.472 0.639 -1.504
H -0.320 2.451 -0.880
H -0.895 2.817 -2.477
H 0.730 3.252 -2.106
H -0.408 0.371 -2.338
H 1.832 1.530 -3.881
H 0.221 1.394 -4.542
H 1.114 -0.020 -4.019
H 0.968 0.309 -0.706
C 4.110 0.043 0.302
C 4.067 1.555 0.411
C 3.419 2.112 1.636
O 5.464 1.984 0.300
H 3.115 -0.415 0.151
H 4.477 -0.368 1.244
H 4.797 -0.318 -0.463
H 3.592 1.916 -0.542
H 3.510 3.184 1.624
H 3.999 1.737 2.470
H 2.397 1.808 1.766
H 5.874 1.584 1.068
C -1.663 -3.808 1.926
O -2.184 -2.730 1.051
H -2.012 -4.738 1.464
H -0.546 -3.845 1.891
H -2.061 -3.662 2.909
H -1.834 -2.988 0.168
C -1.386 0.418 0.810
O -0.111 -0.190 0.798
H -1.111 1.473 0.966
H -1.949 0.235 -0.091
H -2.090 0.050 1.574
H -0.160 -1.154 0.707
*
```

=====

Q: Look up the frontier orbital gap of the fifth one.
A: 8.52 eV